1.
This record from the OMol25 dataset describes an isolated molecule of C10H17N2OS. The level of theory is ωB97M-V/def2-TZVPD.

XYZ file:
```
31
Properties=species:S:1:pos:R:3:forces:R:3:mulliken_charge:R:1
C -1.729 1.279 -0.664 0.0 0.0 -0.1 -1.767
C -0.226 1.127 -0.926 0.1 -0.2 0.0 1.652
C 0.264 2.363 -1.671 0.1 0.1 0.0 -1.860
C 0.113 -0.109 -1.761 0.1 0.0 0.0 -1.710
C 0.071 -1.445 -1.038 -0.2 0.2 0.0 0.278
N -1.304 -1.872 -0.730 0.3 -0.1 -0.2 -0.305
C -1.705 -2.959 -0.443 -0.1 0.0 0.2 0.431
S -2.268 -4.359 -0.014 -0.1 -0.1 0.0 -0.419
C 0.934 -1.379 0.217 0.0 0.0 0.0 -1.617
C 0.682 -0.191 1.152 0.1 0.0 -0.2 1.589
C -0.552 -0.405 2.033 0.0 0.0 0.0 -1.662
C 1.902 -0.007 2.045 0.1 0.0 0.1 -1.830
N 0.528 1.068 0.359 -0.4 -0.1 0.2 0.623
O 0.461 2.131 1.057 0.2 0.1 0.0 -0.629
H -1.883 2.043 0.097 0.0 0.0 0.0 0.410
H -2.210 1.611 -1.587 0.0 0.0 0.0 0.428
H -2.208 0.353 -0.361 0.0 0.0 0.1 0.350
H 1.352 2.424 -1.645 0.0 0.0 0.0 0.445
H -0.130 3.268 -1.213 0.0 0.0 0.0 0.385
H -0.062 2.312 -2.711 0.0 0.0 0.0 0.413
H 1.145 -0.004 -2.114 0.0 0.1 0.0 0.409
H -0.527 -0.117 -2.645 0.0 -0.1 0.0 0.548
H 0.500 -2.199 -1.702 -0.1 0.0 0.0 0.502
H 0.822 -2.296 0.802 0.0 0.0 -0.1 0.552
H 1.970 -1.346 -0.132 0.0 0.0 0.0 0.406
H -0.418 -1.321 2.613 0.0 0.0 0.0 0.406
H -1.467 -0.511 1.456 0.0 0.0 0.0 0.343
H -0.657 0.431 2.723 0.0 0.0 0.0 0.378
H 2.818 0.045 1.456 0.0 0.0 0.0 0.412
H 1.804 0.915 2.613 0.0 0.0 0.1 0.433
H 1.981 -0.851 2.733 0.0 0.0 0.0 0.407
```
Forces are in eV/Å.

Properties
**2S+1**: 2
**HOMO (spin up / spin down)**: -0.3014 / -0.3444 Ha
**Total energy**: -974.118692 Ha
**Expectation value of S²**: 0.754
**Frontier orbital gap (spin up / spin down)**: 8.74 / 9.87 eV
**Charge**: 0


2.
This record from the OMol25 dataset describes a cluster of 12 separate species, C22H68O12 in total. The level of theory is ωB97M-V/def2-TZVPD.

XYZ file:
```
102
Properties=species:S:1:pos:R:3:forces:R:3:mulliken_charge:R:1
C -3.006 -2.839 -0.291 -0.5 -0.2 -0.5 -0.576
C -4.074 -3.531 -1.133 0.1 -0.2 -0.7 0.267
C -5.219 -4.089 -0.317 0.1 -0.4 0.4 -1.475
O -4.658 -2.612 -2.081 0.1 -0.1 0.3 -0.586
H -3.459 -1.962 0.179 0.4 -0.8 -0.8 0.044
H -2.171 -2.547 -0.932 0.0 0.2 0.0 0.125
H -2.616 -3.504 0.482 -0.1 0.0 0.0 0.321
H -3.614 -4.361 -1.701 -0.1 0.2 0.2 0.289
H -5.945 -4.631 -0.923 -0.1 0.4 -0.2 0.393
H -5.704 -3.288 0.244 -0.1 -0.1 -0.1 0.321
H -4.867 -4.850 0.391 0.2 0.3 0.0 0.359
H -3.965 -2.162 -2.579 0.0 -0.2 0.1 0.316
C -2.967 -0.574 1.703 -0.2 0.4 0.1 0.001
C -3.283 0.175 2.990 0.3 0.0 -0.5 0.161
C -4.500 1.051 2.848 -0.4 -0.2 0.5 -1.500
O -3.422 -0.748 4.077 0.1 0.2 -0.1 -0.593
H -2.779 0.108 0.863 0.0 0.0 0.2 0.427
H -3.801 -1.205 1.376 0.0 0.5 0.9 0.695
H -2.083 -1.204 1.816 -0.2 0.1 0.1 -0.605
H -2.429 0.819 3.223 0.0 -0.1 0.3 0.248
H -4.745 1.476 3.824 0.0 0.2 -0.1 0.427
H -5.363 0.449 2.544 0.0 0.1 -0.2 0.366
H -4.331 1.849 2.132 -0.1 0.1 -0.1 0.246
H -4.339 -1.046 4.110 0.1 -0.1 0.0 0.361
C 1.226 -5.104 0.812 0.5 -0.5 -0.3 -1.729
C 0.762 -3.679 0.503 -0.1 -1.3 0.1 0.982
C 0.034 -3.079 1.673 0.3 0.4 0.8 -0.428
O 1.870 -2.848 0.132 -0.3 -0.1 0.1 -0.433
H 1.654 -5.602 -0.072 -0.1 0.3 0.0 0.467
H 0.394 -5.742 1.121 -0.1 0.2 0.0 0.423
H 2.002 -5.185 1.581 -0.2 0.4 0.1 0.365
H 0.064 -3.791 -0.337 0.1 0.3 -0.1 -0.059
H 0.720 -2.739 2.459 0.1 -0.1 -0.3 0.432
H -0.591 -3.807 2.187 -0.2 -0.1 -0.3 0.635
H -0.574 -2.217 1.405 0.1 -0.2 -0.1 -1.019
H 2.493 -3.385 -0.367 0.1 0.2 -0.1 0.269
C 3.644 1.033 2.753 0.3 0.4 0.3 -0.653
C 4.523 0.149 1.885 -0.7 -0.6 0.4 0.332
C 4.639 -1.249 2.504 0.6 0.2 0.1 -1.153
O 3.922 0.023 0.574 -0.1 0.3 0.5 -0.530
H 3.915 0.979 3.811 0.1 -0.2 -0.1 0.486
H 2.603 0.724 2.666 -0.1 0.1 0.0 -0.226
H 3.768 2.086 2.491 -0.3 -0.1 -0.2 0.206
H 5.508 0.610 1.801 0.0 -0.1 -0.4 0.387
H 5.031 -1.197 3.527 -0.1 0.1 -0.1 0.429
H 5.354 -1.855 1.944 -0.2 -0.1 -0.1 0.324
H 3.668 -1.744 2.535 0.0 0.0 -0.1 0.113
H 2.963 -0.092 0.756 0.5 0.0 -0.3 0.316
C 0.150 5.205 -3.724 -0.2 0.2 -0.2 -1.277
C 0.683 4.001 -4.443 0.2 -0.2 -0.6 0.540
C 0.152 2.679 -3.963 -0.4 -0.4 0.4 -0.361
O 0.287 4.185 -5.819 0.1 0.1 0.1 -0.583
H 0.533 5.295 -2.710 0.0 0.0 0.0 0.294
H -0.941 5.167 -3.703 0.0 0.0 0.1 0.255
H 0.425 6.079 -4.314 0.1 0.2 0.2 0.375
H 1.781 3.983 -4.394 0.0 0.1 0.1 0.172
H 0.295 2.495 -2.892 0.2 0.1 -0.1 -0.193
H 0.630 1.864 -4.501 0.0 -0.1 0.0 0.154
H -0.926 2.619 -4.133 0.0 0.0 -0.1 0.355
H 0.717 3.522 -6.367 0.0 -0.1 0.1 0.332
C 0.550 2.779 2.623 -0.7 1.6 -0.6 -0.320
O 0.207 3.241 3.927 0.2 -0.6 0.2 -0.553
H -0.216 3.166 1.929 0.0 -0.4 0.0 0.343
H 1.468 3.259 2.279 0.3 -0.5 0.1 0.375
H 0.583 1.702 2.542 0.1 -0.1 0.3 -0.269
H 0.575 4.121 4.028 0.0 0.0 0.1 0.335
C 0.254 -0.682 3.980 -1.0 0.0 0.3 -0.469
O -0.619 -1.722 4.430 0.1 0.2 -0.3 -0.596
H 0.121 0.197 4.621 0.4 0.0 0.0 0.484
H 1.263 -1.078 4.025 0.2 0.2 0.0 0.359
H -0.006 -0.382 2.957 0.3 -0.1 0.0 -0.174
H -1.519 -1.409 4.268 -0.2 -0.2 0.3 0.346
C -1.535 4.056 -0.563 0.1 -0.2 -0.2 -0.338
O -2.581 4.028 0.387 0.0 0.0 0.4 -0.541
H -0.993 3.106 -0.585 -0.1 0.0 -0.2 -0.047
H -1.936 4.293 -1.548 0.2 -0.1 -0.2 0.373
H -0.798 4.810 -0.288 -0.2 0.2 0.1 0.277
H -3.089 3.228 0.229 -0.1 0.1 0.0 0.264
C 3.625 -0.632 -3.256 -0.5 0.4 -0.5 -0.684
O 2.534 0.304 -3.243 0.7 0.0 0.3 -0.316
H 4.541 -0.151 -3.610 0.1 0.0 0.4 0.284
H 3.735 -1.080 -2.268 0.3 -0.1 0.0 0.220
H 3.407 -1.394 -4.007 -0.2 -0.1 0.2 0.229
H 2.776 0.996 -2.581 -0.5 -0.2 -0.4 0.377
C 0.337 -2.085 -4.553 -0.3 0.3 0.4 -0.531
O 0.043 -0.710 -4.356 0.4 0.1 -0.1 -0.467
H -0.489 -2.494 -5.135 0.2 -0.1 -0.2 0.293
H 1.300 -2.225 -5.043 -0.1 -0.1 -0.3 0.270
H 0.367 -2.629 -3.600 0.0 0.0 0.0 0.079
H 0.881 -0.251 -4.162 -0.3 -0.1 0.3 0.267
C -0.048 0.019 -0.164 0.1 0.1 -0.5 1.083
O 1.093 -0.231 0.630 0.3 -0.5 0.3 0.764
H -0.530 0.929 0.191 0.0 0.0 0.1 -0.336
H 0.235 0.159 -1.209 -0.1 0.0 -0.1 -0.002
H -0.754 -0.811 -0.100 -0.1 0.1 0.0 -0.973
H 1.356 -1.167 0.472 0.0 0.5 0.0 -0.292
C 2.105 3.059 -0.567 0.0 0.4 -0.2 -0.009
O 2.961 2.101 -1.153 0.0 -0.5 0.4 -0.663
H 2.613 3.576 0.253 -0.2 -0.1 0.2 0.443
H 1.861 3.832 -1.299 0.1 -0.2 -0.2 0.087
H 1.168 2.602 -0.243 0.0 0.1 0.2 -0.332
H 3.116 1.417 -0.460 0.4 0.4 -0.5 0.332
```
Forces are in eV/Å.

Properties
**HOMO**: -0.3645 Ha
**Total energy**: -1781.745600 Ha
**Frontier orbital gap**: 10.28 eV
**SMILES string**: CC(C)O.CC(C)O.CC(C)O.CC(C)O.CC(C)O.CO.CO.CO.CO.CO.CO.CO
**Charge**: 0


3.
This record from the OMol25 dataset describes a structure of composition C3HNO7P. The level of theory is ωB97M-V/def2-TZVPD.

XYZ file:
```
13
Properties=species:S:1:pos:R:3:forces:R:3:mulliken_charge:R:1
C 1.772 -1.702 1.998 0.8 -0.8 0.0 0.582
C -3.731 0.595 0.951 0.9 0.1 0.7 0.736
C -0.197 1.649 -0.453 0.1 1.1 0.2 0.659
N 0.055 0.453 -0.271 -2.1 -0.9 1.8 -0.180
O 1.075 -1.248 1.195 -0.9 0.9 -1.1 -0.361
O -4.770 0.464 1.379 -1.1 -0.1 -0.1 -0.193
O -0.513 2.741 -0.491 0.2 -0.5 -0.3 -0.175
O 2.533 -2.215 2.652 0.9 -0.5 1.5 -0.199
O -2.600 0.752 0.655 -0.2 0.2 -1.3 -0.451
O -1.264 -1.810 0.105 -0.4 0.3 0.1 -0.522
O -1.124 -0.270 2.379 0.7 -0.5 -1.8 -0.528
P -0.997 -0.687 0.973 0.1 0.6 1.4 1.307
H 0.777 -0.181 -0.524 1.0 0.2 -1.0 0.325
```
Forces are in eV/Å.

Properties
**HOMO**: -0.6110 Ha
**Total energy**: -1037.494335 Ha
**Frontier orbital gap**: 10.86 eV
**Charge**: +1


4.
This record from the OMol25 dataset describes a structure of composition C8H9Cl2NO2P. The level of theory is ωB97M-V/def2-TZVPD.

XYZ file:
```
23
Properties=species:S:1:pos:R:3:forces:R:3:mulliken_charge:R:1
C -2.764 1.365 1.072 0.2 -3.1 -0.1 -0.320
C -2.571 1.689 -0.267 2.1 -0.9 0.4 -0.622
C -2.204 0.170 1.617 0.7 0.1 -0.8 -0.648
C -1.636 0.929 -0.963 -1.5 0.1 3.8 -0.110
C -1.227 -0.501 0.854 -2.0 1.4 2.6 0.192
C 1.498 -0.038 0.343 -4.7 0.4 -2.4 0.732
C 3.747 -0.035 0.713 3.1 2.1 1.7 -0.661
C 0.213 -0.569 -0.994 4.1 -0.4 0.6 -0.853
N -0.956 -0.082 -0.339 -0.1 1.2 -3.4 0.355
O 0.956 0.476 1.280 2.1 -0.6 0.0 -0.469
O 2.665 -0.174 -0.133 -0.9 -0.5 -1.1 -0.205
P 0.149 -2.430 -1.344 -0.4 0.2 -0.1 0.330
Cl 1.719 -2.681 -2.640 -0.2 0.4 0.5 -0.161
Cl -1.371 -2.039 -2.691 -0.2 -0.5 -0.1 -0.177
H -3.583 1.887 1.452 -0.8 0.8 1.7 0.444
H -3.010 2.616 -0.578 -0.2 -0.1 -0.9 0.401
H -2.290 -0.358 2.579 -0.8 1.2 -0.2 0.346
H -1.418 1.036 -1.932 0.9 0.6 -3.5 0.480
H -0.628 -1.237 1.322 0.3 -0.8 -0.1 0.491
H 3.514 -0.440 1.733 0.6 0.2 -1.1 0.325
H 4.099 1.061 0.809 -1.1 -1.4 0.0 0.296
H 4.582 -0.456 0.139 -0.2 -0.6 0.8 0.270
H 0.516 -0.189 -2.033 -0.8 0.4 1.8 0.564
```
Forces are in eV/Å.

Properties
**HOMO**: -0.4895 Ha
**Total energy**: -1776.936721 Ha
**Frontier orbital gap**: 9.00 eV
**Charge**: +1


5.
This record from the OMol25 dataset describes a cluster of 2 separate species, C10H14N5 in total. The level of theory is ωB97M-V/def2-TZVPD.

XYZ file:
```
29
Properties=species:S:1:pos:R:3:forces:R:3:mulliken_charge:R:1
C 3.359 -1.773 1.347 1.3 0.6 -0.1 -0.032
C 2.547 -2.378 2.303 -0.2 1.0 -1.4 -0.694
C 2.881 -0.682 0.579 -1.4 -2.8 2.3 -0.799
C 1.248 -2.024 2.379 -2.0 -0.4 1.5 -0.073
C 0.725 0.746 -3.795 0.1 -0.1 0.4 -0.134
C 1.312 2.069 -2.315 -0.3 0.3 -1.1 0.012
C 1.513 -0.363 0.713 -1.5 1.3 -0.8 0.196
C -2.630 0.968 -1.172 3.8 -0.9 -2.9 -1.693
C -0.235 1.219 -0.619 -0.8 -3.7 -0.3 -0.846
C -1.470 0.362 -0.374 0.8 0.8 -0.2 0.523
N 0.740 -1.036 1.622 1.3 -1.1 -0.2 0.132
N 1.542 1.792 -3.554 1.0 1.2 1.2 -0.511
N 0.016 0.378 -2.760 -1.7 -1.3 -2.2 -0.772
N 0.277 1.307 -1.838 1.0 -0.1 0.5 0.685
N -1.722 0.203 1.051 0.1 0.1 0.9 -0.582
H 4.442 -2.108 1.221 -1.6 0.4 0.2 0.321
H 2.809 -3.148 2.923 1.2 -1.8 1.3 0.462
H 3.615 -0.364 -0.095 0.2 1.4 -1.2 0.389
H 0.502 -2.516 3.104 1.4 0.8 -1.2 0.287
H 0.864 0.390 -4.791 -0.9 -1.2 -0.2 0.456
H 1.809 2.757 -1.730 0.8 1.5 1.1 0.472
H -2.930 1.813 -0.732 -1.2 3.4 1.7 0.506
H -2.465 1.140 -2.271 0.6 0.1 1.1 0.372
H -3.393 0.337 -1.248 -3.4 -2.9 0.4 0.499
H 0.142 1.714 0.171 1.3 2.6 2.1 0.716
H -1.096 -0.603 -0.669 -0.6 -0.6 -0.9 0.274
H -1.751 1.020 1.648 0.1 0.4 -0.5 0.225
H -0.293 -0.980 1.735 0.7 1.3 -0.9 0.337
H -2.565 -0.302 1.278 -0.3 -0.2 -0.5 0.273
```
Forces are in eV/Å.

Properties
**HOMO (spin up / spin down)**: -0.4427 / -0.4424 Ha
**Total energy**: -662.827828 Ha
**Frontier orbital gap (spin up / spin down)**: 7.12 / 7.11 eV
**Charge**: +1


6.
This record from the OMol25 dataset describes a cluster of 3 separate species, C2H11N2O2 in total. The level of theory is ωB97M-V/def2-TZVPD.

XYZ file:
```
17
Properties=species:S:1:pos:R:3:forces:R:3:mulliken_charge:R:1
C 0.789 -0.996 -1.685 0.5 0.8 0.6 -0.873
N -0.130 1.550 0.789 -0.1 -0.4 -0.2 -0.345
C -0.138 0.752 -0.272 -0.5 -1.4 1.1 0.284
N 0.884 0.009 -0.597 0.0 0.4 -0.2 -0.118
H 1.768 -1.440 -1.787 0.0 -0.3 0.0 0.335
H 0.032 -1.714 -1.408 -0.1 -0.3 -0.2 0.335
H 0.565 -0.479 -2.605 -0.2 0.0 -0.3 0.333
H 0.526 1.261 1.505 0.5 0.4 0.2 0.233
H -1.021 1.839 1.160 -0.1 0.2 -0.2 0.310
H -1.089 0.437 -0.706 0.0 0.8 -0.5 0.290
H 1.735 0.128 -0.058 0.1 -0.1 -0.2 0.272
H -3.381 -1.165 -1.155 0.1 -0.1 0.0 0.316
H -3.678 0.271 -0.768 0.1 -0.1 0.1 0.325
O -2.992 -0.407 -0.704 -0.1 0.2 -0.1 -0.660
H 1.983 -0.777 2.591 -0.1 0.0 0.0 0.311
H 2.295 0.561 3.233 0.0 0.1 -0.1 0.313
O 1.854 0.172 2.467 0.1 -0.1 0.0 -0.660
```
Forces are in eV/Å.

Properties
**HOMO**: -0.5439 Ha
**Total energy**: -342.572227 Ha
**Frontier orbital gap**: 11.60 eV
**Charge**: +1